Entry from the Open Molecules 2025 dataset: a molecular structure, C14H36AlIO13P3 (ωB97M-V with the def2-TZVPD basis set).

```
! RIJCOSX wB97M-V def2-TZVPD def2/J DEFGRID3
* xyz -1 1
C 5.33911 -2.39100 4.69167
C 4.37482 -1.69663 4.61274
C 3.02507 -1.03092 4.51762
C 2.02266 -1.76999 5.48434
C 0.86514 -2.51754 4.69816
Al 1.30956 -4.48540 4.43179
O 1.76428 -5.32137 6.00141
I 3.21306 -4.73023 2.60831
H 5.98899 -3.24388 4.73415
H 2.73106 -1.13498 3.46258
H 3.13118 0.03016 4.78109
H 1.62840 -1.02781 6.19604
H 2.63084 -2.54496 5.98129
H 0.80572 -2.01386 3.71332
H -0.09456 -2.47636 5.24173
H -0.02769 -5.22790 3.93121
H 2.26521 -4.68996 6.52984
C 2.32772 -0.71775 -3.61428
O 2.20379 -0.93645 -2.20665
P 2.49982 0.39092 -1.21744
O 3.93550 0.63374 -1.60516
O 2.33270 -0.50655 0.10247
C 3.28523 -1.54105 0.37126
O 2.27588 1.79751 -0.30755
C 1.39641 2.77683 -0.88445
H 1.72522 -1.46473 -4.13070
H 1.97657 0.27513 -3.89456
H 3.37011 -0.83658 -3.91035
H 4.26122 -1.32189 -0.06388
H 2.91393 -2.48862 -0.01647
H 3.39654 -1.62901 1.44877
H 0.39388 2.36017 -0.99514
H 1.77528 3.09346 -1.86139
H 1.35068 3.63904 -0.22293
C -5.28526 -3.07056 -0.12278
O -4.06384 -3.58034 0.41873
P -3.46186 -2.78325 1.77597
O -3.26048 -1.42619 1.15376
O -2.14172 -3.69460 1.77700
C -1.21609 -3.58496 0.70072
O -3.16773 -2.33887 3.37820
C -4.30222 -2.36369 4.25629
H -5.77491 -3.87168 -0.67675
H -5.95492 -2.72420 0.66386
H -5.06589 -2.25000 -0.80602
H -1.23565 -2.59809 0.23617
H -1.43681 -4.34640 -0.04932
H -0.21481 -3.76452 1.09233
H -4.70224 -3.37673 4.33599
H -5.08034 -1.68492 3.89196
H -3.97828 -2.03539 5.24148
C -2.47999 4.92722 -7.11880
O -2.20828 5.86243 -6.06680
P -1.15747 5.34096 -4.86503
O -1.96698 4.18349 -4.35004
O -1.39771 6.69362 -4.01753
C -2.68692 6.93789 -3.46634
O 0.25610 5.03319 -3.99593
C 1.36548 4.61213 -4.81598
H -2.79102 5.48605 -8.00067
H -1.59690 4.33971 -7.36555
H -3.28948 4.26443 -6.81495
H -3.22515 6.01121 -3.26498
H -3.26835 7.55933 -4.14909
H -2.55366 7.47721 -2.52941
H 1.62690 5.40469 -5.51980
H 1.10306 3.70053 -5.36084
H 2.22007 4.40879 -4.17464
*
```

Computed properties:
HOMO level	-0.1756	Eh
gap between HOMO and LUMO	0.15995	hartree